(1)
Density functional theory data (ωB97M-V/def2-TZVPD) for 3 unconnected molecules or ions with the total composition C19H30Br2ClF3O8.

Properties
SMILES: CC[C@@]1(COC)OC(=O)O[C@]1(Cl)CC[C@](F)(Br)C(F)(F)Br.CCOC(C)=O.CCOC(C)=O
2S+1: 1
Total energy: -197329.2523 eV

Positions of all 63 atoms, in Å:
C 3.195 -0.752 0.921
C 2.807 -1.179 -0.508
C 1.379 -0.904 -0.952
C 1.062 0.537 -1.345
O 0.600 1.345 -0.300
C 1.583 2.074 0.427
O 1.296 -1.573 -2.258
C 0.667 -2.756 -2.169
O 0.389 -3.484 -3.101
O 0.428 -2.979 -0.831
C 0.269 -1.682 -0.238
Cl 0.470 -1.994 1.505
C -1.184 -1.270 -0.476
C -1.736 -0.158 0.426
C -2.477 0.949 -0.319
F -2.056 1.089 -1.594
Br -2.216 2.672 0.586
C -3.993 0.646 -0.356
F -4.491 0.647 0.894
F -4.173 -0.588 -0.860
Br -5.007 1.929 -1.399
H 3.395 -1.639 1.507
H 4.116 -0.185 0.904
H 2.416 -0.220 1.440
H 3.429 -0.637 -1.207
H 3.027 -2.227 -0.653
H 1.925 0.991 -1.823
H 0.265 0.468 -2.069
H 2.585 1.825 0.106
H 1.401 3.133 0.293
H 1.457 1.860 1.480
H -1.330 -1.065 -1.530
H -1.747 -2.166 -0.265
H -2.439 -0.583 1.129
H -0.973 0.304 1.022
C 4.825 -7.075 -2.580
C 4.351 -7.598 -1.240
O 4.521 -6.636 -0.198
C 3.621 -5.668 0.061
C 2.487 -5.426 -0.907
O 3.781 -4.979 1.029
H 4.246 -6.210 -2.903
H 4.737 -7.849 -3.343
H 5.868 -6.766 -2.514
H 3.319 -7.950 -1.274
H 4.962 -8.447 -0.938
H 2.774 -4.618 -1.579
H 1.609 -5.121 -0.345
H 2.206 -6.294 -1.498
C -5.177 7.734 0.923
C -5.022 6.359 1.541
O -3.662 5.926 1.551
C -2.786 6.258 2.517
C -3.159 7.309 3.537
O -1.707 5.738 2.510
H -4.647 8.496 1.495
H -6.230 8.012 0.876
H -4.768 7.739 -0.086
H -5.451 6.303 2.543
H -5.544 5.621 0.935
H -2.757 8.266 3.209
H -2.698 7.041 4.483
H -4.228 7.412 3.705

(2)
Density functional theory data (ωB97M-V/def2-TZVPD) for a molecular structure, C19H30F3IrN5.

Properties
2S+1: 1
Net charge: +3
Total energy: -38604.9400 eV
ΔE to the lowest compared entry with this formula, charge and spin: 0.000 eV

Positions of all 58 atoms, in Å:
Ir 1.082 0.547 0.321
C 3.507 -0.764 -0.850
C 2.873 -1.694 0.194
N 2.249 -0.872 1.264
C 3.244 -0.261 2.201
C 2.779 1.112 2.659
N 2.250 1.925 1.518
C 3.265 2.614 0.675
C 3.938 1.629 -0.254
N 2.933 0.635 -0.783
H 3.321 -1.169 -1.843
H 4.586 -0.691 -0.736
H 3.609 -2.384 0.609
H 2.072 -2.274 -0.255
H 1.613 -1.465 1.792
H 4.202 -0.211 1.691
H 3.385 -0.916 3.060
H 3.592 1.642 3.159
H 1.961 1.008 3.371
H 1.691 2.663 1.934
H 4.000 3.157 1.273
H 2.716 3.355 0.090
H 4.731 1.083 0.245
H 4.408 2.164 -1.080
H 2.721 0.895 -1.740
N -2.017 3.473 -2.500
C -2.583 2.709 -1.333
C -1.643 1.584 -0.929
N -0.275 2.063 -0.590
C 0.255 2.822 -1.748
C -0.638 3.976 -2.182
H -2.630 4.259 -2.739
H -1.992 2.874 -3.331
H -3.554 2.312 -1.624
H -2.733 3.432 -0.531
H -1.542 0.845 -1.726
H -2.064 1.071 -0.069
H -0.372 2.699 0.202
H 0.390 2.109 -2.566
H 1.234 3.232 -1.506
H -0.237 4.472 -3.065
H -0.754 4.719 -1.392
F -5.865 -5.770 -0.271
C -5.330 -5.421 0.901
F -4.934 -6.520 1.536
F -6.278 -4.822 1.632
C -4.180 -4.452 0.686
C -2.952 -4.666 1.300
C -1.941 -3.745 1.125
C -2.161 -2.598 0.337
C -3.411 -2.411 -0.293
C -4.411 -3.335 -0.119
C -1.149 -1.643 0.196
C -0.247 -0.792 0.117
H -2.796 -5.549 1.903
H -0.977 -3.897 1.591
H -3.569 -1.545 -0.923
H -5.371 -3.212 -0.603

(3)
Density functional theory data (ωB97M-V/def2-TZVPD) for a molecular structure, C19H30MoNO8SSi.

Properties
2S+1: 3
Net charge: +1
Total energy: -58629.5127 eV
ΔE to the lowest compared entry with this formula, charge and spin: 0.000 eV

Positions of all 61 atoms, in Å:
Mo 1.139 -0.211 -1.874
O 4.903 4.727 -2.587
C 4.145 3.648 -2.419
C 4.574 2.529 -1.684
C 3.695 1.466 -1.585
N 2.504 1.507 -2.156
C 2.073 2.546 -2.855
C 2.867 3.666 -3.021
C 0.684 2.305 -3.364
O 0.017 3.100 -3.957
O 0.259 1.077 -3.046
C 3.902 0.168 -0.881
O 4.866 -0.146 -0.258
O 2.825 -0.647 -1.041
H 5.762 4.641 -2.155
H 5.546 2.487 -1.217
H 2.532 4.520 -3.589
C -3.756 -1.159 -0.941
C -3.406 -2.084 0.215
C -3.379 -3.542 -0.222
C -4.345 -1.877 1.391
O -2.071 -1.764 0.710
Si -0.762 -1.098 0.092
S -0.147 -2.085 -1.721
O 0.437 -1.111 1.170
C 0.829 -2.087 2.177
C 0.830 -3.478 1.559
C 2.238 -1.669 2.593
C -0.134 -1.999 3.347
O -0.633 0.418 -0.569
C -0.831 1.726 0.106
C -1.690 1.509 1.337
C 0.541 2.265 0.495
C -1.531 2.614 -0.913
H -4.773 -1.348 -1.278
H -3.088 -1.318 -1.789
H -3.694 -0.115 -0.632
H -4.357 -3.843 -0.592
H -3.115 -4.186 0.615
H -2.653 -3.692 -1.021
H -5.357 -2.168 1.118
H -4.361 -0.832 1.695
H -4.028 -2.481 2.238
H 1.475 -3.504 0.681
H -0.178 -3.782 1.272
H 1.201 -4.207 2.276
H 2.917 -1.712 1.743
H 2.615 -2.335 3.367
H 2.232 -0.656 2.991
H -1.148 -2.262 3.048
H -0.137 -0.991 3.762
H 0.185 -2.684 4.131
H -1.182 0.900 2.081
H -2.634 1.037 1.072
H -1.915 2.477 1.782
H 1.105 1.505 1.042
H 0.435 3.135 1.141
H 1.098 2.582 -0.386
H -2.534 2.248 -1.115
H -0.983 2.643 -1.851
H -1.610 3.628 -0.527

(4)
Density functional theory data (ωB97M-V/def2-TZVPD) for C19H30N2O5S in the gas phase.

Properties
SMILES: COCCCNC(=O)[C@H]1CC[C@@H](CNS(=O)(=O)c2ccc(OC)cc2)CC1
2S+1: 1
Total energy: -44242.5981 eV
ΔE to the lowest compared entry with this formula, charge and spin: 0.479 eV

Positions of all 57 atoms, in Å:
C -4.435 -1.310 -1.516
O -4.813 -0.736 -0.289
C -4.517 -1.525 0.844
C -3.030 -1.598 1.207
C -2.449 -0.223 1.547
N -2.505 0.685 0.423
C -1.636 0.613 -0.590
O -0.772 -0.253 -0.653
C -1.826 1.681 -1.672
C -0.833 1.464 -2.828
C 0.119 2.640 -3.029
C 0.784 3.155 -1.744
C 1.982 2.291 -1.294
N 1.685 1.085 -0.562
S 1.779 1.079 1.093
O 2.707 2.097 1.497
O 0.476 1.092 1.714
C 2.488 -0.534 1.356
C 3.773 -0.655 1.838
C 4.327 -1.910 2.030
C 3.579 -3.046 1.729
O 4.017 -4.323 1.877
C 5.319 -4.542 2.368
C 2.277 -2.906 1.236
C 1.733 -1.654 1.050
C -0.246 3.342 -0.614
C -1.678 3.088 -1.078
H -4.858 -0.676 -2.294
H -3.347 -1.348 -1.638
H -4.839 -2.324 -1.618
H -4.906 -2.545 0.696
H -5.073 -1.056 1.661
H -2.919 -2.256 2.069
H -2.462 -2.025 0.379
H -1.397 -0.315 1.831
H -3.002 0.228 2.373
H -3.306 1.290 0.349
H -2.854 1.567 -2.036
H -0.258 0.558 -2.627
H -1.377 1.297 -3.761
H 0.894 2.349 -3.742
H -0.433 3.468 -3.481
H 1.217 4.129 -1.997
H 2.577 2.019 -2.175
H 2.614 2.877 -0.622
H 0.870 0.563 -0.866
H 4.327 0.242 2.064
H 5.333 -1.989 2.411
H 6.076 -4.111 1.706
H 5.441 -4.135 3.377
H 5.442 -5.624 2.399
H 1.720 -3.801 1.008
H 0.734 -1.525 0.665
H -0.026 2.659 0.206
H -0.176 4.354 -0.212
H -2.351 3.212 -0.228
H -1.966 3.823 -1.833

The highest total energy belongs to which entry?
C19H30F3IrN5

Look up the 2S+1 of the second one.
1

Which value of 2S+1 does entry 2 give?
1